[1]
H2N4O | ωB97M-V with the def2-TZVPD basis set

Values from the calculation:
HOMO energy (Ha): -0.35503
ΔE to the lowest compared entry with this formula, charge and spin (kcal/mol): 76.8
HOMO-LUMO gap (eV): 9.22
Total energy (eV): -8035.28249

ORCA input file:
```
! wB97M-V def2-TZVPD RIJCOSX def2/J DEFGRID3
* xyz 0 1
N -2.601 0.446 -0.062
O 2.984 0.658 -0.289
H 2.225 -0.780 0.687
H -2.380 1.288 -0.531
N -0.907 -0.991 0.358
N 2.354 -0.390 -0.283
N -1.677 -0.231 0.121
*
```


[2]
C29H31BFeN7O3S2 | ωB97M-V with the def2-TZVPD basis set

Values from the calculation:
HOMO energy (spin up / spin down) (Ha): -0.29010 / -0.28529
ΔE to the lowest compared entry with this formula, charge and spin (kcal/mol): 3.7
HOMO-LUMO gap (spin up / spin down) (eV): 6.70 / 7.50
<S²>: 1.17
Total energy (eV): -103886.35533

ORCA input file:
```
! wB97M-V def2-TZVPD RIJCOSX def2/J DEFGRID3
* xyz 0 2
N 1.373 3.444 -1.621
H -2.891 3.960 -2.348
C 1.208 0.220 -2.670
H -0.892 3.350 -3.938
C -3.628 -0.019 -2.600
H 3.416 3.661 -1.847
C 1.480 0.951 5.904
C 2.642 0.183 -4.598
C 2.097 0.806 3.211
H 1.219 1.011 6.952
N -3.435 -0.240 -1.255
O -0.809 0.726 5.498
C 0.275 -0.155 -4.854
C 2.449 0.685 1.821
C -3.250 1.258 -2.837
H -0.270 -1.847 -0.115
C -0.297 -3.636 0.875
H -0.237 -6.419 -1.058
H 2.928 2.517 -0.574
C 1.082 3.434 -2.967
C -3.711 -1.479 -0.542
O -0.213 0.456 -0.796
H -2.650 -0.096 5.418
O -0.248 0.580 2.769
H -1.336 -1.274 5.630
C 1.007 0.395 -1.212
Fe -0.357 1.115 0.996
C -0.338 -4.439 -0.265
C -0.039 -6.419 1.078
H -4.589 -1.362 0.091
H 3.496 0.560 1.549
H 3.596 1.199 6.226
C 1.542 -0.055 -5.413
N 2.044 0.489 -0.409
H -0.464 -3.975 -1.237
H -0.876 -0.067 -3.038
C 2.479 0.318 -3.230
N -0.797 3.347 -1.796
H 1.850 3.461 -3.718
C -0.265 3.372 -3.066
C -2.955 0.889 -0.693
H -3.261 1.825 -3.750
C 0.738 0.722 3.617
H -4.024 -0.778 -3.251
B -2.344 3.305 -1.493
C 2.707 3.474 -1.044
H 0.137 -6.074 3.188
H -0.136 -1.709 1.545
S 0.150 3.359 0.810
H 0.062 -7.492 1.156
C -1.644 -0.364 5.106
H 3.327 0.496 -2.584
H -0.584 -0.340 -5.487
C 0.003 -5.621 2.213
H 4.147 1.023 3.810
H -2.539 3.677 -0.378
H -2.856 -1.743 0.078
H -1.626 -0.525 4.030
H 2.774 4.268 -0.304
C 0.453 0.765 5.003
C 0.107 -0.015 -3.485
C 0.217 3.400 -0.921
H -0.091 -3.630 3.011
N -0.488 -2.262 0.777
C 3.122 0.966 4.153
C 2.816 1.059 5.490
C -0.124 -4.245 2.119
H -3.895 -2.259 -1.277
H 1.674 -0.164 -6.482
H 3.630 0.260 -5.033
S -2.614 1.021 0.998
C -0.208 -5.815 -0.160
N -2.841 1.821 -1.650
N 1.581 0.687 0.873
*
```


[3]
C3H3NO | ωB97M-V with the def2-TZVPD basis set

Values from the calculation:
HOMO energy (Ha): -0.37969
ΔE to the lowest compared entry with this formula, charge and spin (kcal/mol): 22.0
HOMO-LUMO gap (eV): 11.23
SMILES: C#CC(N)=O
Total energy (eV): -6695.53581

ORCA input file:
```
! wB97M-V def2-TZVPD RIJCOSX def2/J DEFGRID3
* xyz 0 1
O -1.753 0.804 -0.291
H -0.312 0.353 -2.321
H 0.953 -0.394 -1.375
C -0.630 0.337 -0.306
H 0.993 -0.738 2.880
N 0.096 0.150 -1.433
C 0.585 -0.426 1.943
C 0.068 -0.085 0.903
*
```


[4]
C6H12O | ωB97M-V with the def2-TZVPD basis set

Values from the calculation:
HOMO energy (spin up / spin down) (Ha): 0.00052 / -0.09347
ΔE to the lowest compared entry with this formula, charge and spin (kcal/mol): 77.0
HOMO-LUMO gap (spin up / spin down) (eV): 3.91 / 6.40
<S²>: 0.77
Total energy (eV): -8459.49801

ORCA input file:
```
! wB97M-V def2-TZVPD RIJCOSX def2/J DEFGRID3
* xyz -1 2
H -0.462 -2.225 -1.611
C 2.156 -0.624 -0.692
H 2.198 2.231 -0.091
O -1.493 0.027 3.387
H 0.190 -1.042 -2.683
C -0.496 -0.114 -0.772
C -1.642 0.302 -0.302
H -2.367 0.344 -1.169
H 1.938 -1.678 -0.867
H -1.154 -0.769 3.043
H -0.724 0.554 3.716
H 0.381 2.251 0.125
H -1.636 -1.198 -2.327
C 0.925 0.308 -0.387
H 2.594 -0.516 -1.805
C 1.326 1.558 0.036
H 2.996 -0.462 0.038
H -1.993 0.080 0.659
C -0.605 -1.061 -1.903
*
```


[5]
C18H46N2NbO12P2S4 | ωB97M-V with the def2-TZVPD basis set

Values from the calculation:
HOMO energy (Ha): -0.13205
HOMO-LUMO gap (eV): 5.20
Total energy (eV): -110428.30215

ORCA input file:
```
! wB97M-V def2-TZVPD RIJCOSX def2/J DEFGRID3
* xyz -1 1
O 2.898 0.783 -2.059
H -6.691 3.017 -8.274
P 5.090 -2.870 2.338
O -0.560 -0.893 -6.352
C -5.540 1.986 -5.234
H 2.544 1.279 7.619
H -3.777 -1.164 -5.295
H 1.293 -1.139 5.952
H 2.771 -4.790 2.590
H 1.172 0.071 4.652
H 2.530 0.130 5.870
H 5.947 -2.573 4.241
Nb 2.533 -3.129 1.861
C 2.718 -1.457 4.400
H -0.277 -1.797 -3.270
H 1.274 2.717 -1.286
H -2.490 -3.899 -5.576
C -5.338 2.636 -6.599
C 1.862 -0.497 5.276
O -1.731 0.203 -4.414
H 2.048 0.393 11.331
H -8.514 1.518 -6.875
H -7.250 0.724 -7.846
H -0.283 2.600 -4.773
H -0.164 -2.898 -4.672
C 0.791 3.654 -3.187
H -5.988 2.683 -4.526
O 3.689 -0.435 -0.251
O 5.932 -3.815 1.273
O -6.009 -0.511 -5.904
C 2.418 0.789 8.579
O -0.060 0.694 7.626
H 1.295 4.291 -3.919
S -1.421 -0.971 -5.197
N 1.834 -2.362 3.670
C 2.603 1.761 9.751
H 3.642 1.787 10.077
H 1.579 2.063 11.660
N 5.489 -3.370 3.794
H -0.177 1.967 9.931
H 3.092 -0.063 8.652
H 1.453 0.091 2.269
H 4.988 -0.725 1.993
C 1.665 1.310 10.877
H 2.333 2.772 9.436
C -7.443 1.405 -7.019
C 1.786 3.181 -2.129
H -0.346 0.424 10.816
H 3.982 -1.189 -0.781
C -0.824 -2.249 -4.096
O 5.699 -1.374 2.035
S 0.734 0.166 8.701
P 2.417 -0.874 0.655
S -6.728 0.683 -5.535
H -4.852 3.606 -6.509
C 1.496 1.503 -4.185
H 0.797 -3.557 1.409
H -3.002 -1.895 -6.720
S 2.738 1.904 -2.950
H -1.847 -3.947 -3.207
C -2.939 -3.145 -4.926
O 0.782 -1.243 8.990
H 1.425 -3.057 4.286
H -0.020 4.230 -2.742
C 0.280 2.377 -3.868
H -7.297 3.540 -6.709
H -2.626 -2.391 -2.921
C -6.738 2.753 -7.219
H -3.950 -3.476 -4.692
H -4.628 1.561 -4.816
C -2.956 -1.788 -5.640
H 6.105 -4.622 1.778
O 2.194 0.384 1.717
H 3.306 -0.817 3.741
H 3.324 -2.029 5.107
H -0.388 1.845 -3.193
C 0.319 1.038 10.213
H -4.709 2.000 -7.225
H 2.995 -3.852 0.231
H 1.264 0.443 -4.118
H 1.912 1.729 -5.165
H 2.455 3.963 -1.777
O -7.709 0.675 -4.483
O 3.865 2.524 -3.605
C -2.085 -2.986 -3.659
*
```


[6]
C4H8N2O | ωB97M-V with the def2-TZVPD basis set

Values from the calculation:
HOMO energy (Ha): -0.34292
ΔE to the lowest compared entry with this formula, charge and spin (kcal/mol): 43.7
HOMO-LUMO gap (eV): 10.20
SMILES: NC(=O)CN1CC1
Total energy (eV): -9304.49732

ORCA input file:
```
! wB97M-V def2-TZVPD RIJCOSX def2/J DEFGRID3
* xyz 0 1
H 2.428 -0.893 -1.897
C 0.525 -0.252 0.804
H 0.804 -0.054 1.846
H -1.626 1.257 -1.337
C -1.446 0.504 -0.574
H 0.081 -1.263 0.753
C -1.716 0.799 0.857
H -2.051 -0.042 1.467
H -2.084 1.769 1.176
H 0.794 -1.235 -1.596
H -1.630 -0.524 -0.904
O 2.865 0.137 0.398
C 1.799 -0.259 -0.033
N 1.625 -0.740 -1.309
N -0.366 0.797 0.348
*
```


Q: Which value of total energy does entry 6 give?
A: -9304.49732 eV


Q: Which of these has the lowest total energy?
A: C18H46N2NbO12P2S4


Q: Which of these has the lowest total energy?
A: C18H46N2NbO12P2S4